Computed, not measured: one molecule with the formula CHClN2O, with ωB97M-V/def2-TZVPD.

ΔE to the lowest compared entry with this formula, charge and spin, kcal/mol: 25.8
Gap between HOMO and LUMO, eV: 8.36
Total energy, eV: -18600.837
SMILES: [H]/N=N/C(=O)Cl
Charge: 0
Largest force on an atom, eV/A: 3.82

Element x y z (Å)
H  0.81427  -1.31743  -1.75914
N  0.55948  -0.42068  -1.32332
N  -0.15763  -0.44359  -0.30813
C  -0.28940  0.59864  0.65176
O  0.51666  1.48047  0.89185
Cl  -1.44339  0.10260  1.84698

Taken from the Löwdin analysis, the atomic charges in e are:
1. H 0.08
2. N 0.13
3. N -0.06
4. C -0.88
5. O 0.04
6. Cl 0.69